# 1
{"formula": "C12H10", "method": "ωB97M-V/def2-TZVPD", "relative_energy_kcal_mol": 70.06, "energy_ev": -12602.6197, "e_homo_ev": -8.45, "orbital_gap_ev": 9.1, "total_charge": 0, "spin_multiplicity": 1, "smiles": "c1ccc(-c2ccccc2)cc1", "elements": ["C", "C", "C", "C", "C", "C", "C", "C", "C", "C", "C", "C", "H", "H", "H", "H", "H", "H", "H", "H", "H", "H"], "coordinates": [[-1.14008, 0.79591, 3.32377], [-2.03507, 0.57042, 2.27112], [-1.60007, 0.32683, 1.04839], [-0.22573, 0.19221, 0.65042], [0.22433, -0.13544, -0.71344], [1.33574, -1.03816, -0.87809], [1.79317, -1.35353, -2.12197], [1.03661, -0.85325, -3.23646], [-0.01946, -0.03703, -3.14352], [-0.44707, 0.32177, -1.79563], [0.77001, 0.48941, 1.69370], [0.26228, 0.74957, 2.98160], [-1.49127, 1.13545, 4.27162], [-2.91086, 0.65134, 2.28309], [-2.48396, 0.03173, 0.20500], [1.80376, -1.43010, 0.07290], [2.68711, -1.94793, -2.22167], [1.46354, -1.25763, -4.37347], [-0.31981, 0.44922, -4.01656], [-1.23070, 0.99436, -1.78327], [1.64600, 0.36936, 1.43145], [1.10830, 0.83201, 3.65160]], "mulliken_charge": [-0.690, -0.634, -0.268, 0.419, 0.447, -0.299, -0.625, -0.078, -0.740, -0.386, -1.063, -0.293, 0.376, 0.769, 0.090, 0.347, 0.393, 0.112, 0.419, 0.521, 0.871, 0.311]}

# 2
{"formula": "C11H10BrNS", "method": "ωB97M-V/def2-TZVPD", "relative_energy_kcal_mol": 57.65, "energy_ev": -93932.0542, "e_homo_ev": [-7.31, -6.82], "orbital_gap_ev": [6.9, 6.4], "total_charge": 0, "spin_multiplicity": 1, "elements": ["C", "C", "C", "C", "C", "C", "C", "C", "C", "C", "C", "N", "S", "Br", "H", "H", "H", "H", "H", "H", "H", "H", "H", "H"], "coordinates": [[-2.18043, 1.92600, 1.04865], [-1.62696, 2.17987, 2.28423], [-1.89153, 0.80234, 0.34715], [-0.66179, 1.39754, 2.89910], [-0.92081, -0.04868, 0.86862], [-0.26303, 0.25001, 2.14678], [1.18333, -1.63293, 2.30374], [1.31211, -1.77590, -1.18983], [-0.20432, -1.51448, -1.23290], [2.22582, -0.96165, -0.17687], [-0.74364, -1.24842, 0.14873], [0.72873, -0.51961, 2.50681], [2.58699, -2.00712, 1.36242], [-0.65125, -2.87466, 1.11652], [-2.94857, 2.68244, 0.77762], [-2.05621, 3.00328, 2.78244], [-2.52173, 0.46571, -0.45119], [-0.11385, 1.64131, 3.70339], [1.43004, -2.93727, -1.02871], [1.64171, -1.53684, -2.19405], [-0.59572, -0.65676, -1.87908], [-0.79275, -2.32399, -1.79357], [3.15727, -0.83887, -0.63265], [1.73572, 0.07964, -0.00561]], "mulliken_charge": [-0.516, -0.309, -0.837, -1.050, 1.294, 0.297, 0.064, -0.558, -0.667, -0.685, -0.530, -0.252, -0.045, -0.033, 0.297, 0.398, 0.436, 0.572, 0.285, 0.409, 0.365, 0.333, 0.448, 0.284]}

# 3
{"formula": "C3H10ClN2", "method": "ωB97M-V/def2-TZVPD", "relative_energy_kcal_mol": 26.45, "energy_ev": -18767.7146, "e_homo_ev": -13.43, "orbital_gap_ev": 9.9, "total_charge": 1, "spin_multiplicity": 1, "smiles": "N[C@H](C[NH3+])CCl", "elements": ["N", "C", "C", "N", "C", "Cl", "H", "H", "H", "H", "H", "H", "H", "H", "H", "H"], "coordinates": [[-0.90493, -1.73099, -0.49308], [-0.50295, -0.55679, 0.22238], [-0.77477, 0.78215, -0.48720], [0.16980, 1.82647, -0.08846], [0.99684, -0.74561, 0.88524], [2.33732, -0.13267, -0.12459], [-0.49227, -2.61093, -0.33939], [-0.78705, -1.65904, -1.49456], [-1.23331, -0.68249, 0.98594], [-1.77893, 0.95780, -0.34479], [-0.72691, 0.54563, -1.66017], [-0.07937, 2.05123, 0.85981], [0.21707, 2.61690, -0.68372], [1.16423, 1.43110, -0.30285], [1.25289, -1.72756, 1.15045], [1.14233, -0.36520, 1.91499]], "mulliken_charge": [-0.604, 0.145, -0.622, -0.103, -0.667, -0.220, 0.234, 0.228, 0.206, 0.348, 0.350, 0.346, 0.373, 0.167, 0.440, 0.379]}

# 4
{"formula": "BrH10O6V", "method": "ωB97M-V/def2-TZVPD", "relative_energy_kcal_mol": 0.00, "energy_ev": -108173.1444, "e_homo_ev": [-12.65, -12.73], "orbital_gap_ev": [8.2, 8.7], "total_charge": 1, "spin_multiplicity": 2, "elements": ["O", "V", "Br", "O", "H", "H", "O", "H", "H", "O", "H", "H", "O", "H", "H", "O", "H", "H"], "coordinates": [[-1.17531, -0.20055, 0.49269], [0.41186, -0.17187, 0.41788], [0.84907, -0.76316, 2.91199], [0.47807, -2.33907, -0.34807], [0.92816, -3.17435, -0.22176], [0.18625, -2.35913, -1.25949], [-4.36893, -0.34936, 0.42639], [-4.82206, 0.24934, -0.16730], [-3.77929, 0.21220, 0.92958], [0.28663, 0.60311, -1.71530], [-0.44744, 0.65005, -2.32781], [0.99128, 1.08548, -2.14777], [2.54089, -0.32295, -0.03612], [3.16951, -0.02075, 0.61943], [2.98732, -0.19577, -0.87324], [0.60027, 1.99415, 0.97947], [1.31063, 2.63569, 0.97333], [-0.14693, 2.46694, 1.34608]], "mulliken_spin": [-0.271, 1.278, -0.015, -0.002, 0.001, -0.001, 0.000, 0.000, 0.000, 0.004, 0.000, 0.000, 0.000, 0.000, 0.001, 0.002, 0.000, 0.000]}